C31H44N7O13 | wB97M-V/def2-TZVPD

The geometry in XYZ format:
```
95
Properties=species:S:1:pos:R:3:forces:R:3
C 0.027978 -0.370786 -0.113378 -4.08 1.47 -2.23
O -0.837749 0.193466 0.603498 -0.10 0.01 0.13
O 1.158580 -0.659117 0.440992 4.07 -1.75 -0.54
O -0.135444 -0.635197 -1.362315 0.98 -0.09 1.53
H 1.330594 -0.458673 1.356168 -0.94 0.48 0.50
C 6.931079 1.078677 3.545787 0.51 3.10 3.23
C 6.262541 1.567438 4.867227 -3.86 -3.79 -5.04
C 4.745675 1.203296 4.960341 1.85 0.89 -2.31
C 4.030684 0.824562 3.718336 4.56 -0.48 -0.58
C 4.773505 0.342947 2.466359 4.88 6.48 9.16
C 6.243683 0.621361 2.446013 -2.55 -2.61 -0.07
N 2.567954 0.721250 3.783057 -0.31 -1.59 1.40
O 2.025377 0.016333 2.987056 0.03 -1.19 -2.91
O 1.906640 1.111245 4.709513 0.96 1.87 1.54
H 8.102374 1.259649 3.386677 -2.80 -0.42 0.71
H 6.817984 2.133811 5.560675 0.35 0.05 1.05
H 4.054512 1.192831 5.856971 1.34 0.70 -0.92
H 4.278711 -0.172046 1.853308 -3.73 -3.67 -5.47
H 6.901695 0.157967 1.664120 -1.18 0.76 0.37
C -1.037416 -3.427056 -2.689811 -7.56 3.73 -0.86
C -2.343595 -4.137256 -2.921692 4.84 -5.62 1.77
C -2.458151 -5.631845 -2.753194 1.91 0.72 0.65
C -1.209663 -6.428087 -2.374904 1.77 5.76 -1.10
C 0.111054 -5.647613 -2.355137 -6.55 2.17 -0.07
C 0.036464 -4.058098 -2.396910 8.39 -5.25 0.38
N -1.221911 -7.853954 -2.027344 0.12 -0.46 0.49
O -0.171157 -8.378835 -1.662387 -0.30 0.72 -0.47
O -2.277414 -8.467442 -2.042805 0.07 0.68 -0.39
H -1.167706 -2.204175 -2.627764 0.89 -3.28 -0.24
H -3.097310 -3.549943 -3.224396 -3.01 1.62 -0.82
H -3.387643 -6.315973 -2.809951 1.37 1.83 -0.01
H 0.967555 -6.226256 -2.312111 1.79 -0.58 0.45
H 1.173895 -3.457968 -2.364465 -3.67 -1.90 0.23
C 2.970763 0.263774 -5.315309 1.64 0.47 3.57
C 2.380687 -0.086042 -3.927941 3.32 2.47 0.75
C 3.135445 0.469298 -2.732927 0.79 1.24 -4.60
C 4.343059 1.482730 -2.826332 -3.62 -4.20 -6.16
C 4.857625 1.745525 -4.209872 -1.28 -1.46 -0.39
C 4.172312 0.994226 -5.489969 -1.41 1.23 7.99
N 5.016122 1.852626 -1.666881 4.07 0.38 1.90
O 5.250488 1.062423 -0.711296 -1.70 1.22 -1.86
O 5.641839 2.917344 -1.770264 -0.97 -0.39 0.42
H 2.663072 -0.054861 -6.276998 -1.31 -0.78 -0.38
H 1.429677 -0.684451 -3.715263 1.61 0.95 -0.45
H 2.787974 0.238681 -1.765379 -0.50 -0.33 1.02
H 5.783549 2.429329 -4.450289 -2.04 -1.50 0.87
H 4.440411 1.282381 -6.426526 1.19 0.66 -2.43
C -2.392248 -4.351685 0.563083 1.23 -3.35 1.77
O -2.690693 -5.570444 0.360743 -0.02 3.50 0.31
N -2.756075 -3.666812 1.742045 0.69 -3.11 -0.90
C -2.354294 -2.310280 1.927145 -1.12 2.43 0.27
C -3.813422 -4.150771 2.667345 -1.55 0.30 -1.80
H -1.460625 -3.963734 -0.035726 -2.05 0.29 0.98
H -2.895224 -1.886986 1.039930 -0.01 1.34 1.58
H -1.319956 -1.924636 1.730960 -0.44 -1.28 0.49
H -2.691438 -1.993846 3.043194 0.66 -0.26 -3.05
H -3.846712 -5.231240 2.827046 0.02 -0.11 -1.17
H -4.916681 -3.757437 2.267914 2.80 -0.91 1.46
H -3.528823 -3.887064 3.675389 -0.32 1.11 0.17
C 0.428371 3.371470 2.222340 0.28 1.16 0.58
O -0.416557 3.703206 3.018836 -0.18 2.54 1.00
N 1.461352 4.021717 1.623206 -3.04 0.22 3.52
C 2.394546 3.288327 0.882032 3.02 0.05 -1.11
C 1.614810 5.470311 1.807082 -1.97 -1.36 3.06
H 0.248775 2.423022 1.954915 0.60 -4.25 -1.94
H 2.119300 3.658256 -0.051152 0.48 -0.29 -2.81
H 2.369197 2.182916 0.874052 -0.57 0.66 0.49
H 3.515295 3.597365 0.984045 -1.86 -0.40 0.52
H 2.038865 5.680247 0.909572 2.19 1.80 -2.13
H 2.189336 5.519130 2.785547 -0.35 1.11 -1.47
H 0.621339 6.072050 1.836964 1.52 -1.51 0.32
C -3.753082 -0.882329 -1.365682 -1.46 -0.37 2.67
O -4.636983 -1.659233 -0.929453 1.51 0.98 -1.47
N -3.968097 0.170694 -2.173169 -1.38 0.11 -0.20
C -2.842487 1.031146 -2.420316 2.66 -1.67 1.70
C -5.271895 0.352140 -2.821111 0.05 1.16 -1.24
H -2.747982 -0.813657 -0.885521 -0.14 -0.48 -0.57
H -2.244600 1.101806 -1.424438 -0.56 -0.52 -1.78
H -3.067083 2.050604 -2.570124 -0.71 0.97 -0.98
H -2.179864 0.501584 -3.174161 -0.48 1.39 0.62
H -5.563285 -0.632405 -3.236815 -0.42 0.67 0.51
H -5.163189 1.071323 -3.699843 0.27 -1.04 0.90
H -6.073824 0.893015 -2.224890 0.95 -1.23 -0.11
C -5.305534 3.610055 2.143123 3.63 3.25 -0.64
O -5.633007 4.628338 2.741573 -1.00 -0.73 0.24
N -4.019796 3.570570 1.618429 0.33 -3.97 -1.17
C -3.439774 2.225286 1.004633 -2.65 2.25 4.38
C -3.108723 4.655470 1.791551 -0.76 2.39 1.09
H -5.937124 2.839514 1.807640 -0.97 -1.47 -0.03
H -3.194033 2.372139 0.042604 1.34 0.52 -3.15
H -4.257608 1.569850 1.072256 -1.40 -0.99 -0.39
H -2.750684 1.737061 1.655512 1.23 0.33 0.16
H -3.273595 5.044787 2.858359 0.83 -0.43 -1.45
H -3.407420 5.502173 1.128795 -0.15 -0.29 0.38
H -2.055165 4.509490 1.522256 -0.56 -0.81 0.56
```
Forces are in eV/Å.

Results
- HOMO (eV) = -5.66
- relative energy (zero: lowest compared OMol25 entry of this formula, charge and spin) (kcal per mole) = 0.0
- total charge = -1